#w
This record from OMol25 describes one molecule with the formula C24H32N4O2. The level of theory is ωB97M-V with the def2-TZVPD basis set.

Last column: natural (NBO) charge in e.
Element x y z (Å)
1 C -2.2980 -0.6195 2.9778  -0.670
2 C -1.8199 -1.1237 1.6513  0.257
3 N -0.5111 -1.2708 1.5690  -0.476
4 C -0.0321 -1.7081 0.4120  0.362
5 N 1.2711 -1.8919 0.0590  -0.221
6 N 1.3440 -2.3609 -1.2042  -0.246
7 C 0.1319 -2.4881 -1.6815  0.191
8 C -0.8227 -2.0785 -0.7017  -0.195
9 C -2.2143 -1.9226 -0.6085  0.055
10 C -2.7100 -1.4072 0.5849  -0.033
11 C -4.1720 -1.0796 0.7388  -0.431
12 H -4.4200 -0.9497 1.7897  0.231
13 H -4.7931 -1.8919 0.3547  0.215
14 C -4.5291 0.2207 -0.0064  -0.483
15 C -3.6397 1.3578 0.4749  0.680
16 O -3.9013 2.0267 1.4538  -0.642
17 N -2.5378 1.5557 -0.2812  -0.609
18 H -2.3221 0.8992 -1.0147  0.392
19 C -1.5116 2.5190 0.0505  -0.236
20 C -0.2594 1.8557 0.6263  -0.420
21 C 0.8827 2.8666 0.7589  -0.062
22 O 1.3166 3.3594 -0.4904  -0.554
23 C 2.5534 2.8624 -0.9756  0.112
24 C 2.9194 3.7317 -2.1748  -0.614
25 H 2.1808 3.6003 -2.9609  0.206
26 H 2.9287 4.7778 -1.8824  0.217
27 H 3.8993 3.4563 -2.5537  0.207
28 C 2.4963 1.3849 -1.3691  -0.641
29 H 3.4429 1.0870 -1.8119  0.216
30 H 2.3207 0.7574 -0.4992  0.211
31 H 1.7031 1.2210 -2.0950  0.204
32 H 3.3190 2.9845 -0.1891  0.159
33 H 1.7187 2.4136 1.3059  0.177
34 H 0.5252 3.7326 1.3290  0.180
35 H 0.0498 1.0435 -0.0338  0.196
36 H -0.4779 1.4323 1.6065  0.215
37 H -1.2375 3.0781 -0.8488  0.206
38 H -1.9470 3.2039 0.7806  0.229
39 H -5.5646 0.4819 0.2145  0.238
40 H -4.4188 0.0879 -1.0829  0.202
41 C -3.0713 -2.2933 -1.7807  -0.651
42 H -4.1176 -2.3926 -1.5106  0.223
43 H -2.7315 -3.2377 -2.1993  0.230
44 H -2.9903 -1.5378 -2.5633  0.224
45 C -0.0812 -2.9880 -3.0649  -0.643
46 H -0.6817 -2.2880 -3.6433  0.218
47 H 0.8857 -3.1122 -3.5445  0.239
48 H -0.5918 -3.9506 -3.0515  0.220
49 C 2.4362 -1.6089 0.7734  0.217
50 C 3.6680 -1.9187 0.2019  -0.244
51 C 4.8326 -1.6208 0.8818  -0.201
52 C 4.7811 -1.0158 2.1273  -0.234
53 C 3.5537 -0.7115 2.6925  -0.185
54 C 2.3785 -1.0032 2.0249  -0.279
55 H 1.4189 -0.7712 2.4565  0.257
56 H 3.5083 -0.2403 3.6633  0.212
57 H 5.6937 -0.7833 2.6553  0.212
58 H 5.7865 -1.8621 0.4367  0.214
59 H 3.6874 -2.3842 -0.7701  0.240
60 H -1.4376 -0.4838 3.6275  0.235
61 H -2.8153 0.3323 2.8717  0.250
62 H -2.9760 -1.3335 3.4431  0.221

## Properties
Charge: 0
Structure (SMILES): Cc1nc2c(c(C)nn2-c2ccccc2)c(C)c1CCC(=O)NCCCOC(C)C
Gap between HOMO and LUMO in eV: 8.536
Lowest unoccupied orbital energy in eV: 0.43
HOMO level in eV: -8.108

---

#x
This record from OMol25 describes one molecule with the formula C24H32N4O2. The level of theory is ωB97M-V with the def2-TZVPD basis set.

Last column: natural (NBO) charge in e.
Element x y z (Å)
1 C -6.4983 -0.3454 0.9469  -0.594
2 H -6.4770 0.5868 1.5073  0.212
3 H -6.1075 -1.1341 1.5836  0.206
4 H -7.5331 -0.5815 0.7085  0.207
5 C -5.6779 -0.2074 -0.3434  -0.080
6 C -4.2449 0.1480 0.0178  -0.035
7 C -3.5003 -0.7212 0.8136  -0.154
8 C -2.1953 -0.4451 1.1610  -0.220
9 C -1.5867 0.7256 0.7187  0.129
10 C -2.3191 1.6146 -0.0544  -0.230
11 C -3.6265 1.3195 -0.4002  -0.161
12 H -4.1598 2.0366 -1.0021  0.210
13 H -1.8861 2.5491 -0.3711  0.218
14 N -0.2596 0.9754 1.0912  -0.181
15 C 0.7222 1.6271 0.4159  0.192
16 C 1.8536 1.5603 1.2052  -0.166
17 C 1.4597 0.8341 2.3411  -0.033
18 N 0.1937 0.4852 2.2560  -0.277
19 H 2.0405 0.5664 3.2021  0.210
20 C 3.2016 2.0198 0.7660  -0.058
21 N 3.9723 0.8079 0.5068  -0.633
22 C 5.2376 0.7557 0.0586  0.683
23 O 5.9509 1.7238 -0.1009  -0.627
24 C 5.7326 -0.6731 -0.1821  -0.503
25 H 6.6983 -0.5968 -0.6827  0.242
26 H 5.8982 -1.1432 0.7904  0.216
27 C 4.8066 -1.5458 -1.0391  -0.219
28 N 3.5715 -1.9236 -0.3920  -0.456
29 C 2.3495 -1.6762 -0.9297  0.692
30 O 2.1475 -1.0008 -1.9137  -0.626
31 C 1.3116 -2.3775 -0.0718  -0.498
32 H 0.9605 -3.2537 -0.6207  0.231
33 C 2.0735 -2.7611 1.1952  -0.412
34 H 1.9631 -1.9751 1.9439  0.220
35 H 1.7303 -3.6979 1.6285  0.220
36 C 3.5291 -2.8442 0.7241  -0.208
37 H 3.7887 -3.8577 0.3889  0.184
38 H 4.2371 -2.5489 1.5016  0.201
39 H 0.4554 -1.7314 0.1123  0.242
40 H 5.3492 -2.4566 -1.3240  0.199
41 H 4.5251 -1.0092 -1.9496  0.244
42 H 3.4425 -0.0485 0.5318  0.411
43 C 3.0626 2.8955 -0.4877  -0.409
44 C 2.0964 2.2805 -1.4979  -0.396
45 H 2.4122 1.2664 -1.7460  0.235
46 H 2.1041 2.8671 -2.4174  0.211
47 C 0.6702 2.2342 -0.9378  -0.437
48 H 0.0247 1.6497 -1.5970  0.235
49 H 0.2710 3.2528 -0.8783  0.210
50 H 4.0502 3.0197 -0.9312  0.242
51 H 2.6992 3.8797 -0.1833  0.200
52 H 3.7200 2.5866 1.5508  0.215
53 H -1.6328 -1.1197 1.7876  0.234
54 H -3.9414 -1.6384 1.1727  0.203
55 C -5.6844 -1.5377 -1.1098  -0.594
56 H -5.2808 -2.3458 -0.5061  0.206
57 H -5.0841 -1.4541 -2.0133  0.212
58 H -6.7011 -1.8004 -1.3939  0.207
59 C -6.3457 0.8531 -1.2229  -0.605
60 H -7.3628 0.5432 -1.4538  0.213
61 H -5.8115 0.9760 -2.1622  0.210
62 H -6.3959 1.8114 -0.7114  0.209

## Properties
Charge: 0
Structure (SMILES): CC(C)(C)c1ccc(-n2ncc3c2CCC[C@@H]3NC(=O)CCN2CCCC2=O)cc1
Gap between HOMO and LUMO in eV: 9.180
Lowest unoccupied orbital energy in eV: 0.68
HOMO level in eV: -8.498

---

So which one wins? Going from most stable to least: #x, #w.

---

#w
This record from OMol25 describes an isolated ion of composition C4H11N3O and charge +1. The level of theory is ωB97M-V with the def2-TZVPD basis set.

Last column: Löwdin spin population.
Element x y z (Å)
1 O -1.5394 0.9065 0.3397  0.050
2 C -0.6350 0.6384 -0.4313  0.038
3 N -0.8435 0.3723 -1.7255  0.010
4 C 0.1625 0.1411 -2.7627  0.001
5 C 0.8279 0.5149 0.0746  0.056
6 N 0.9763 0.2868 1.4744  0.439
7 C 0.3909 -1.0141 1.9955  0.012
8 N -0.9525 -0.8690 2.3176  0.348
9 H -1.8235 0.4149 -1.9755  0.002
10 H -0.2859 -0.2742 -3.6514  0.001
11 H 0.9512 -0.4896 -2.3741  0.000
12 H 0.4737 1.0994 -3.1816  0.000
13 H 1.3755 1.3573 -0.3473  0.011
14 H 1.3137 -0.3248 -0.4099  0.005
15 H 0.7323 1.1211 2.0084  0.008
16 H 0.5748 -1.7532 1.2151  0.003
17 H 1.0856 -1.2915 2.7725  0.003
18 H -1.1861 -0.2351 3.0880  0.008
19 H -1.5984 -0.6014 1.5735  0.006

## Properties
2S+1: 2
<S²>: 0.76
Charge: +1
Gap between HOMO and LUMO (alpha / beta) in eV: 11.455 / 6.449
Lowest unoccupied orbital energy (alpha / beta) in eV: -2.73 / -7.68
HOMO level (alpha / beta) in eV: -14.184 / -14.131

---

#x
This record from OMol25 describes an isolated ion of composition C4H11N3O and charge +1. The level of theory is ωB97M-V with the def2-TZVPD basis set.

Last column: Löwdin spin population.
Element x y z (Å)
1 O 0.0217 -2.8118 0.2818  0.196
2 C -0.2156 -1.5179 0.2438  -0.041
3 N -1.3224 -0.8423 0.8532  0.307
4 C -1.8481 0.4606 0.4728  0.021
5 N -2.4041 0.2634 -0.8492  0.487
6 C 0.8059 -0.7232 -0.3864  -0.008
7 N 1.7004 0.1142 0.7212  0.001
8 C 2.5393 1.0723 -0.0176  0.000
9 H -1.9889 -1.5163 1.1324  0.006
10 H -2.6345 0.8601 1.1712  0.008
11 H -0.9284 1.1436 0.3973  0.007
12 H -3.0282 -0.5324 -0.9308  0.007
13 H -1.9947 0.6425 -1.6673  0.012
14 H 1.4493 -1.2721 -1.0436  0.000
15 H 0.2342 -0.0261 -1.0939  -0.002
16 H 1.0819 0.6670 1.2835  0.000
17 H 1.9943 1.9830 -0.3141  0.000
18 H 3.2085 0.5880 -0.9240  0.000
19 H 3.3294 1.4474 0.6698  0.000

## Properties
2S+1: 2
<S²>: 0.77
Charge: +1
Gap between HOMO and LUMO (alpha / beta) in eV: 9.434 / 4.364
Lowest unoccupied orbital energy (alpha / beta) in eV: -3.92 / -8.93
HOMO level (alpha / beta) in eV: -13.350 / -13.299

---

So which one wins? Going from most stable to least: #w, #x.

---

#w
This record from OMol25 describes one molecule with the formula C2H4NPS. The level of theory is ωB97M-V with the def2-TZVPD basis set.

Last column: natural (NBO) charge in e.
Element x y z (Å)
1 C -0.1841 1.6499 -0.7402  -0.085
2 C 0.5629 -0.7615 -0.0997  -0.818
3 N -0.0934 1.7603 0.5786  -0.732
4 P 0.2794 0.3312 1.4452  0.759
5 S 0.0006 0.1538 -1.5690  0.270
6 H -0.3550 2.5753 -1.2095  0.215
7 H 1.5725 -0.8726 -0.4282  0.229
8 H 0.0735 -1.6121 0.1191  0.228
9 H -1.0506 0.1061 1.2782  -0.066

## Properties
Charge: 0
Structure (SMILES): C1=NPCS1
Gap between HOMO and LUMO in eV: 9.614
Lowest unoccupied orbital energy in eV: 0.79
HOMO level in eV: -8.827

---

#x
This record from OMol25 describes one molecule with the formula C2H4NPS. The level of theory is ωB97M-V with the def2-TZVPD basis set.

Last column: natural (NBO) charge in e.
Element x y z (Å)
1 C 0.0074 -0.8075 -0.3632  -0.225
2 C -0.3850 -0.3568 1.0484  -0.240
3 N -0.5349 0.4892 -0.1060  -0.691
4 P 0.2234 2.1420 -0.3575  0.811
5 S 1.4465 1.6857 -1.8170  -0.444
6 H 0.9632 -0.9365 -0.6107  0.200
7 H -0.7451 -1.4367 -0.9432  0.203
8 H -1.3351 -0.5698 1.4139  0.197
9 H 0.3596 -0.2097 1.7354  0.189

## Properties
Charge: 0
Structure (SMILES): S=PN1CC1
Gap between HOMO and LUMO in eV: 7.810
Lowest unoccupied orbital energy in eV: -1.09
HOMO level in eV: -8.904

---

#y
This record from OMol25 describes one molecule with the formula C2H4NPS. The level of theory is ωB97M-V with the def2-TZVPD basis set.

Last column: natural (NBO) charge in e.
Element x y z (Å)
1 C 1.1738 0.2055 -0.1884  -0.438
2 C -0.2061 -0.3152 -0.2523  -0.694
3 N 3.5995 -0.3155 0.9970  -0.831
4 P 2.5800 -0.9161 -0.2418  0.822
5 S 4.1373 0.5123 -0.3260  0.255
6 H 1.3164 1.1070 0.4047  0.201
7 H -0.4450 -0.8369 0.6832  0.236
8 H -0.3371 -1.0284 -1.0629  0.221
9 H -0.9241 0.4991 -0.3476  0.230

## Properties
Charge: 0
Structure (SMILES): CC=P1=NS1
Gap between HOMO and LUMO (alpha / beta) in eV: 7.507 / 7.726
Lowest unoccupied orbital energy (alpha / beta) in eV: -1.08 / -0.76
HOMO level (alpha / beta) in eV: -8.584 / -8.485

---

So which one wins? Going from most stable to least: #w, #x, #y.

---

#w
This record from OMol25 describes a 2-piece molecular cluster, C4H6ClN overall. The level of theory is ωB97M-V with the def2-TZVPD basis set.

Last column: natural (NBO) charge in e.
Element x y z (Å)
1 C 0.4793 -0.8317 0.1503  -0.216
2 C 0.7781 0.3115 0.0420  -0.201
3 C 0.5108 -2.2538 0.5657  -0.671
4 C 0.1193 2.5775 -0.2081  0.108
5 N -1.2930 2.5495 -0.0713  -0.798
6 Cl 1.0782 3.2419 1.0806  0.058
7 H -0.3306 -2.4690 1.1884  0.220
8 H 0.1958 -2.7332 -0.3503  0.223
9 H 1.4094 -2.6160 0.9493  0.227
10 H 0.4863 2.6849 -1.2628  0.236
11 H -1.5879 1.9832 0.6477  0.412
12 H -1.7380 2.7127 -0.9356  0.401

## Properties
Charge: 0
Gap between HOMO and LUMO in eV: 8.572
Lowest unoccupied orbital energy in eV: -0.24
HOMO level in eV: -8.814

---

#x
This record from OMol25 describes one molecule with the formula C4H6ClN. The level of theory is ωB97M-V with the def2-TZVPD basis set.

Last column: natural (NBO) charge in e.
Element x y z (Å)
1 C -0.6069 0.2622 0.0770  0.037
2 C -1.7268 0.8862 0.2827  -0.439
3 C 0.5820 0.1784 -1.1705  -0.242
4 C 0.3461 -0.6638 0.8352  -0.282
5 N 1.2149 -0.9314 -0.2824  -0.455
6 Cl 2.8856 -1.0351 -0.0435  0.110
7 H -2.3499 0.8468 1.1658  0.213
8 H -2.2469 1.4408 -0.5667  0.210
9 H -0.0667 -0.2306 -1.9457  0.221
10 H 1.3000 0.9558 -1.3095  0.213
11 H 0.6576 -0.0068 1.6918  0.204
12 H 0.0110 -1.7023 1.2659  0.210

## Properties
Charge: 0
Structure (SMILES): C=C1CN(Cl)C1
Gap between HOMO and LUMO in eV: 9.656
Lowest unoccupied orbital energy in eV: 0.94
HOMO level in eV: -8.711

---

#y
This record from OMol25 describes one molecule with the formula C4H6ClN. The level of theory is ωB97M-V with the def2-TZVPD basis set.

Last column: natural (NBO) charge in e.
Element x y z (Å)
1 C -0.2924 -0.1569 -0.8415  0.243
2 C -0.7821 0.7725 0.1710  -0.163
3 C 0.0680 1.4281 1.1793  -0.620
4 C 0.5462 -1.8111 -0.9027  -0.378
5 N -0.4307 0.9530 -1.3588  -0.335
6 Cl -0.3124 -3.1983 -1.5146  0.002
7 H -1.8414 0.8864 0.2511  0.186
8 H 1.0729 1.3601 0.7851  0.212
9 H -0.0145 0.8131 2.2112  0.207
10 H -0.0772 2.3974 1.4131  0.215
11 H 0.7335 -1.8812 0.1268  0.216
12 H 1.3301 -1.5630 -1.5200  0.214

## Properties
Charge: 0
Structure (SMILES): C[C@H]1N=C1CCl
Gap between HOMO and LUMO in eV: 10.184
Lowest unoccupied orbital energy in eV: 0.88
HOMO level in eV: -9.305

---

So which one wins? Going from most stable to least: #y, #x, #w.